[1]
Entry from the OMol25 dataset: C17H15FN4O2S in the gas phase in a non-equilibrium geometry (ωB97M-V/def2-TZVPD).

Last column: Löwdin charge in e.
CARTESIAN COORDINATES (ANGSTROEM)
C (-1.758, 2.426, 3.989)  -0.06
N (-0.857, 1.313, 3.671)  -0.21
C (-0.529, 1.097, 2.336)  -0.24
C (0.392, 1.949, 1.664)  0.02
C (0.824, 1.739, 0.338)  -0.01
C (0.337, 0.640, -0.357)  -0.24
N (0.806, 0.329, -1.641)  0.06
C (1.388, 1.240, -2.507)  -0.26
C (0.850, 2.538, -2.743)  -0.02
C (1.411, 3.399, -3.671)  -0.01
C (2.529, 2.963, -4.378)  -0.31
F (3.119, 3.763, -5.255)  0.07
C (3.015, 1.664, -4.258)  0.00
C (2.416, 0.783, -3.350)  -0.01
C (-0.608, -0.196, 0.244)  0.04
C (-1.066, 0.029, 1.547)  -0.08
C (-2.054, -0.909, 2.097)  -0.14
C (-2.176, -1.055, 3.440)  -0.23
C (-3.199, -1.968, 3.742)  -0.11
N (-3.754, -2.390, 2.622)  0.10
N (-3.102, -1.698, 1.618)  -0.12
C (-3.519, -1.826, 0.200)  -0.01
S (-1.056, -0.191, 4.569)  0.78
O (-1.698, 0.014, 5.877)  -0.31
O (0.220, -0.919, 4.633)  -0.30
H (-1.482, 3.302, 3.469)  0.07
H (-1.739, 2.633, 5.094)  0.11
H (-2.772, 2.190, 3.632)  0.10
H (0.725, 2.836, 2.232)  0.13
H (1.537, 2.408, -0.106)  0.11
H (0.857, -0.673, -1.905)  0.16
H (0.005, 2.901, -2.221)  0.10
H (0.957, 4.379, -3.844)  0.12
H (3.805, 1.326, -4.912)  0.12
H (2.774, -0.228, -3.253)  0.11
H (-0.967, -1.017, -0.340)  0.10
H (-3.485, -2.335, 4.715)  0.12
H (-2.896, -2.567, -0.286)  0.08
H (-4.561, -2.194, 0.180)  0.09
H (-3.528, -0.905, -0.404)  0.09

Summary:
molecular weight = 358.4 g/mol
energy above the lowest of the compared OMol25 structures with the same formula, charge and spin = 2.401 eV
HOMO energy = -7.94 eV

***

[2]
Entry from the OMol25 dataset: C4H2Cl2OS in the gas phase in a non-equilibrium geometry (ωB97M-V/def2-TZVPD).

Last column: Löwdin charge in e.
CARTESIAN COORDINATES (ANGSTROEM)
S (1.478, -2.167, 0.069)  0.73
C (0.349, -0.776, 0.156)  -0.75
O (-0.149, -0.206, 1.294)  -0.04
C (-0.802, 0.971, 0.738)  -0.55
Cl (-1.744, 1.836, 2.035)  0.61
C (-0.708, 1.004, -0.656)  -0.07
C (-0.066, -0.214, -0.949)  -0.76
Cl (0.118, -0.625, -2.618)  0.69
H (2.388, -1.608, 1.292)  0.03
H (-0.864, 1.785, -1.361)  0.11

Summary:
molecular weight = 169.0 g/mol
energy above the lowest of the compared OMol25 structures with the same formula, charge and spin = 1.658 eV
HOMO energy = -8.63 eV

***

[3]
Entry from the OMol25 dataset: 2 unconnected molecules or ions with the total composition C3H11NOS2 in a non-equilibrium geometry (ωB97M-V/def2-TZVPD).

Last column: Mulliken spin population.
CARTESIAN COORDINATES (ANGSTROEM)
N (2.229, 1.164, -1.469)  0.01
C (1.434, -0.080, -1.365)  -0.01
C (-0.039, 0.190, -1.609)  0.04
S (-1.018, 0.373, -0.014)  0.44
S (-1.160, -1.308, 1.521)  0.50
C (-2.610, -2.148, 0.819)  -0.02
H (1.987, 1.814, -0.732)  0.00
H (3.208, 0.952, -1.394)  0.00
H (1.836, -0.752, -2.113)  0.00
H (1.548, -0.515, -0.376)  0.00
H (-0.180, 1.110, -2.161)  0.02
H (-0.488, -0.608, -2.155)  0.00
H (-2.300, -3.144, 0.515)  0.00
H (-3.380, -2.305, 1.581)  0.02
H (-3.042, -1.573, 0.003)  0.00
H (0.856, 1.520, 3.126)  0.00
H (0.295, 2.824, 2.535)  0.00
O (0.825, 2.486, 3.289)  0.00

Summary:
molecular weight = 141.3 g/mol
charge = -1
energy above the lowest of the compared OMol25 structures with the same formula, charge and spin = 0.440 eV
spin multiplicity = 2
HOMO energy (spin up / spin down) = -0.82 / -3.60 eV
<S²> = 0.75

***

[4]
Entry from the OMol25 dataset: 2 unconnected molecules or ions with the total composition C4H13NO2 in a non-equilibrium geometry (ωB97M-V/def2-TZVPD).

Last column: Löwdin charge in e.
CARTESIAN COORDINATES (ANGSTROEM)
N (1.533, -1.593, -1.171)  -0.03
C (0.239, -1.983, -0.696)  -0.32
C (-0.803, -0.792, -0.510)  -0.23
C (-0.310, 0.640, -0.305)  -0.23
C (-1.237, 1.697, 0.239)  -0.22
O (-2.630, 1.359, -0.175)  -0.14
H (2.061, -0.931, -0.523)  0.09
H (1.555, -1.049, -1.986)  0.04
H (-0.308, -2.754, -1.421)  0.13
H (0.241, -2.597, 0.321)  0.13
H (-1.571, -1.049, 0.310)  0.13
H (-1.272, -0.900, -1.556)  0.12
H (0.252, 0.895, -1.216)  0.10
H (0.643, 0.454, 0.422)  0.12
H (-0.985, 2.618, -0.315)  0.11
H (-1.253, 1.818, 1.323)  0.11
H (-3.124, 2.230, -0.405)  0.12
O (2.057, 0.359, 2.618)  -0.10
H (2.797, 0.605, 3.212)  0.05
H (2.115, 0.975, 1.833)  0.04

Summary:
molecular weight = 107.2 g/mol
energy above the lowest of the compared OMol25 structures with the same formula, charge and spin = 2.331 eV
HOMO energy = -9.02 eV

***

[5]
Entry from the OMol25 dataset: a molecular structure, C22H46Br4NbO in a non-equilibrium geometry (ωB97M-V/def2-TZVPD).

Last column: Löwdin charge in e.
CARTESIAN COORDINATES (ANGSTROEM)
C (-5.832, 1.804, -0.642)  -0.13
C (-4.739, 1.098, -0.618)  -0.11
C (-3.445, 0.145, -0.566)  -0.22
C (-2.435, 0.516, -1.780)  -0.33
C (-0.935, 0.673, -1.195)  -0.43
Nb (0.612, 0.980, -2.882)  1.30
C (1.327, 2.853, -1.802)  -0.41
C (2.042, -0.402, -1.689)  -0.41
C (3.535, 0.021, -2.138)  -0.33
C (4.540, 0.371, -0.925)  -0.22
C (3.910, 1.287, 0.246)  -0.20
C (4.344, 0.670, 1.691)  -0.21
C (3.110, 0.558, 2.740)  -0.21
C (2.025, -0.537, 2.206)  -0.19
C (1.754, -1.705, 3.324)  -0.21
C (2.911, -2.851, 3.229)  -0.20
C (2.801, -3.758, 1.896)  -0.16
C (4.093, -3.560, 0.916)  -0.23
O (5.342, -3.829, 1.606)  -0.23
C (6.440, -3.449, 0.729)  -0.13
H (-6.767, 2.464, -0.754)  -0.09
H (-2.901, 0.332, 0.445)  0.08
H (-3.810, -0.949, -0.579)  0.10
H (-2.686, 1.493, -2.324)  0.08
H (-2.419, -0.385, -2.495)  0.08
H (-0.631, -0.294, -0.619)  0.04
H (-0.839, 1.554, -0.461)  0.03
H (-0.036, -0.466, -3.829)  -0.17
H (1.827, 1.253, -4.201)  -0.16
H (-0.553, 2.012, -3.861)  -0.16
H (1.026, 2.815, -0.679)  -0.02
H (0.860, 3.832, -2.218)  -0.02
H (2.474, 2.955, -1.826)  -0.02
H (1.849, -0.342, -0.554)  0.01
H (1.781, -1.497, -1.991)  0.03
H (3.572, 0.873, -2.922)  0.04
H (3.985, -0.906, -2.683)  0.10
H (5.407, 0.995, -1.392)  0.10
H (5.047, -0.600, -0.546)  0.07
H (2.787, 1.489, 0.154)  0.08
H (4.425, 2.330, 0.197)  0.11
H (5.113, 1.387, 2.193)  0.11
H (4.803, -0.395, 1.590)  0.09
H (3.563, 0.111, 3.716)  0.10
H (2.647, 1.572, 3.007)  0.11
H (1.040, -0.038, 1.893)  0.11
H (2.556, -1.088, 1.333)  0.08
H (0.710, -2.168, 3.104)  0.10
H (1.804, -1.226, 4.367)  0.10
H (2.799, -3.519, 4.156)  0.11
H (3.911, -2.287, 3.169)  0.10
H (1.840, -3.563, 1.304)  0.12
H (2.798, -4.874, 2.181)  0.11
H (3.990, -4.182, -0.051)  0.13
H (4.093, -2.447, 0.574)  0.10
H (7.478, -3.586, 1.219)  0.10
H (6.353, -2.353, 0.356)  0.08
H (6.457, -4.096, -0.238)  0.10
Br (-5.805, -0.470, 5.304)  0.58
C (-5.632, -0.555, 3.363)  -0.70
C (-4.810, -1.747, 2.939)  -0.70
Br (-2.908, -1.434, 3.229)  0.60
H (-5.211, 0.398, 3.039)  0.05
H (-6.654, -0.640, 2.991)  0.06
H (-4.909, -1.918, 1.865)  0.05
H (-5.068, -2.662, 3.473)  0.05
Br (-7.673, 3.822, -6.038)  0.60
C (-8.759, 3.606, -4.434)  -0.70
C (-8.228, 4.444, -3.297)  -0.67
Br (-6.645, 3.632, -2.497)  0.79
H (-8.785, 2.539, -4.208)  0.05
H (-9.759, 3.937, -4.721)  0.05
H (-8.958, 4.500, -2.487)  0.06
H (-7.950, 5.455, -3.599)  0.05

Summary:
molecular weight = 739.1 g/mol
charge = -1
HOMO energy = -4.41 eV

***

[6]
Entry from the OMol25 dataset: a molecular structure, C29H26BIN3O4V (ωB97M-V/def2-TZVPD).

Last column: Mulliken spin population.
CARTESIAN COORDINATES (ANGSTROEM)
V (1.226, -0.782, 0.296)  2.09
N (-5.523, -3.854, -6.688)  0.00
C (-4.763, -3.497, -5.904)  0.00
C (-3.817, -3.050, -4.926)  0.00
C (-3.625, -1.685, -4.721)  0.00
C (-2.708, -1.258, -3.777)  0.00
C (-1.986, -2.185, -3.032)  0.00
C (-2.184, -3.545, -3.239)  0.00
C (-3.094, -3.982, -4.185)  0.00
C (-1.003, -1.716, -2.010)  0.06
C (0.230, -1.287, -2.492)  0.02
C (0.656, -1.260, -3.844)  0.03
C (1.958, -0.805, -3.854)  0.00
C (2.301, -0.566, -2.514)  0.03
N (1.287, -0.843, -1.694)  -0.09
C (-1.424, -1.778, -0.682)  0.03
C (-2.673, -2.253, -0.213)  0.02
C (-2.657, -2.158, 1.164)  0.00
C (-1.412, -1.612, 1.501)  0.03
N (-0.666, -1.370, 0.419)  -0.18
H (-4.192, -0.969, -5.300)  0.00
H (-2.551, -0.200, -3.610)  0.00
H (-1.619, -4.262, -2.658)  0.00
H (-3.249, -5.038, -4.354)  0.00
H (0.057, -1.543, -4.693)  0.00
H (2.599, -0.657, -4.706)  0.00
H (3.237, -0.195, -2.121)  0.00
H (-3.478, -2.611, -0.833)  0.00
H (-3.440, -2.426, 1.852)  0.00
H (-1.042, -1.375, 2.488)  -0.01
C (2.182, 4.516, -0.450)  0.00
C (1.629, 3.518, 0.552)  -0.01
C (2.253, 3.745, 1.923)  0.00
O (2.003, 2.181, 0.137)  -0.03
B (0.973, 1.332, 0.452)  0.00
O (-0.146, 2.018, 0.851)  -0.05
C (0.075, 3.428, 0.590)  -0.01
C (-0.574, 3.732, -0.755)  0.00
C (-0.588, 4.236, 1.689)  0.00
H (3.268, 4.552, -0.369)  0.00
H (1.793, 5.517, -0.251)  0.00
H (1.924, 4.236, -1.469)  0.00
H (3.330, 3.600, 1.844)  0.00
H (1.868, 3.030, 2.652)  0.00
H (2.062, 4.754, 2.289)  0.00
H (-0.105, 3.155, -1.553)  0.00
H (-0.510, 4.791, -1.003)  0.00
H (-1.626, 3.450, -0.705)  0.00
H (-0.229, 3.943, 2.673)  0.00
H (-1.665, 4.074, 1.656)  0.00
H (-0.399, 5.302, 1.550)  0.00
I (-0.302, -1.240, 7.701)  0.00
C (0.852, -1.349, 5.966)  0.00
C (1.823, -2.334, 5.847)  0.00
C (2.587, -2.401, 4.694)  0.00
C (2.374, -1.505, 3.652)  -0.01
C (1.403, -0.519, 3.789)  0.03
C (0.643, -0.433, 4.946)  0.00
C (3.214, -1.637, 2.406)  0.02
O (4.241, -2.270, 2.396)  0.00
O (2.719, -1.022, 1.353)  0.04
H (1.983, -3.041, 6.649)  0.00
H (3.356, -3.153, 4.583)  0.00
H (1.248, 0.210, 3.000)  -0.02
H (-0.102, 0.344, 5.050)  0.00

Summary:
molecular weight = 669.2 g/mol
energy above the lowest of the compared OMol25 structures with the same formula, charge and spin = 0.911 eV
spin multiplicity = 3
HOMO energy (spin up / spin down) = -8.36 / -8.33 eV
<S²> = 2.02